Model i:
ORCA calculation (ωB97M-V/def2-TZVPD) on a cluster of 2 separate species, C4H12OS in total.

Structure (ORCA input):
```
! wB97M-V def2-TZVPD RIJCOSX def2/J DEFGRID3
* xyz 1 2
C 0.89 0.49 2.02
C 0.27 -0.06 0.72
C 1.08 -1.32 0.06
S 0.66 -1.36 -1.71
C -1.09 -0.95 -1.88
H 0.06 0.86 2.76
H 1.28 -0.31 2.62
H 1.77 1.18 1.80
H 0.03 0.79 0.07
H -0.66 -0.57 0.86
H 0.62 -2.23 0.43
H 2.11 -1.46 0.36
H -1.62 -1.83 -1.43
H -1.51 -0.17 -1.36
H -1.33 -0.73 -2.98
H -0.62 2.05 -1.36
H -0.62 3.08 -0.24
O -1.31 2.54 -0.74
*
```

Summary:
E_LUMO (alpha / beta) (eV): -3.255 / -8.282
Expectation value of S²: 0.7531
HOMO (alpha / beta) (eV): -15.03 / -15.03

Model ii:
ORCA calculation (ωB97M-V/def2-TZVPD) on a cluster of 2 separate species, C4H12OS in total.

Structure (ORCA input):
```
! wB97M-V def2-TZVPD RIJCOSX def2/J DEFGRID3
* xyz 1 2
C 1.93 -2.41 0.28
C 1.92 -1.10 -0.49
S 3.28 -0.10 0.13
H 2.81 -3.02 0.16
H 1.72 -2.29 1.35
H 1.05 -2.97 -0.02
H 1.00 -0.53 -0.32
H 2.07 -1.24 -1.55
H 2.72 0.18 1.32
C -1.45 1.51 -0.16
O -1.29 0.11 -0.45
C -2.84 1.91 0.28
H -1.11 2.11 -1.02
H -0.72 1.76 0.62
H -1.52 -0.04 -1.38
H -3.50 2.16 -0.55
H -2.75 2.80 0.90
H -3.30 1.14 0.90
*
```

Summary:
E_LUMO (alpha / beta) (eV): -3.981 / -8.975
Expectation value of S²: 0.7531
HOMO (alpha / beta) (eV): -13.77 / -13.74

Which of them is the least stable? Correct choice: model i.